[1]
Entry from OMol25: a cluster of 4 separate species, C3H12O4 in total in a non-equilibrium geometry (ωB97M-V with the def2-TZVPD basis set).

```
! RIJCOSX wB97M-V def2-TZVPD def2/J DEFGRID3
* xyz 0 1
O 2.306 -0.539 1.337
O 1.967 1.742 -0.473
O -0.056 -1.391 0.150
O 0.716 -0.007 -2.266
C -2.233 -0.523 0.604
C -3.045 0.489 0.312
C -0.770 -0.385 0.903
H -0.301 0.587 0.751
H 2.403 0.191 0.739
H -4.085 0.273 0.078
H -0.691 -0.622 1.966
H 0.422 -0.560 -1.522
H 1.499 1.233 -1.139
H 0.867 -1.294 0.462
H 3.131 -1.031 1.287
H -2.715 1.455 -0.048
H -2.641 -1.503 0.803
H 2.310 2.505 -0.975
H 0.916 -0.622 -2.970
*
```

Computed properties:
LUMO level: 0.621 eV
M: 112.1 g/mol
DFT total energy: -11495.138 eV
SMILES: C=CCO.O.O.O
HOMO-LUMO gap: 10.32 eV
relative energy (zero: lowest compared OMol25 entry of this formula, charge and spin): 60.2 kJ/mol

Mulliken atomic charge list, values in e, 2 entries:
1. O -0.667
2. O -0.693


[2]
Entry from OMol25: a structure of composition C12H21N3OS2 in a non-equilibrium geometry (ωB97M-V with the def2-TZVPD basis set).

```
! RIJCOSX wB97M-V def2-TZVPD def2/J DEFGRID3
* xyz 0 1
S 0.629 0.839 1.315
S -2.398 1.091 -1.458
O 2.932 0.100 1.629
N -0.870 1.213 0.739
N 0.107 0.297 -1.120
N 2.301 -0.306 -0.481
C -0.967 0.867 -0.514
C 4.574 -0.864 0.144
C -4.707 -0.527 0.517
C -3.904 0.710 0.926
C -2.022 -3.224 -0.345
C 3.223 -0.327 0.531
C -2.765 -2.194 0.497
C -3.938 -1.590 -0.271
C 5.375 0.217 -0.594
C 6.754 -0.295 -0.990
C -3.578 1.686 -0.194
C 1.061 0.213 -0.249
H 5.480 1.086 0.058
H 4.832 0.533 -1.487
H -3.574 -1.166 -1.207
H -1.615 -2.754 -1.239
H -5.092 -0.989 1.430
H 7.318 -0.594 -0.110
H -3.131 -2.662 1.414
H 2.501 -0.654 -1.408
H 5.103 -1.151 1.054
H -2.063 -1.410 0.785
H -4.469 1.940 -0.769
H 6.670 -1.153 -1.652
H -2.978 0.421 1.422
H -2.691 -4.025 -0.653
H -3.138 2.592 0.221
H -4.497 1.271 1.654
H -1.200 -3.661 0.219
H -5.567 -0.207 -0.077
H 4.460 -1.743 -0.494
H -4.636 -2.391 -0.527
H 7.311 0.484 -1.505
*
```

Computed properties:
LUMO level: 0.602 eV
M: 287.5 g/mol
DFT total energy: -40974.256 eV
HOMO-LUMO gap: 8.75 eV
relative energy (zero: lowest compared OMol25 entry of this formula, charge and spin): 9.0 kJ/mol

Mulliken atomic charge list, values in e, 2 entries:
1. S 0.021
2. S -0.228


[3]
Entry from OMol25: a structure of composition C34H47MoNP2S2Te in a non-equilibrium geometry (ωB97M-V with the def2-TZVPD basis set).

```
! RIJCOSX wB97M-V def2-TZVPD def2/J DEFGRID3
* xyz 2 1
Te 1.528 -4.204 -0.110
Mo -0.160 0.095 0.352
S 1.370 0.442 2.031
S 0.485 -2.187 0.782
P -2.183 0.298 1.649
P 0.475 0.345 -1.949
N -0.682 1.951 0.095
C -0.547 3.961 1.534
C 2.065 -0.865 4.341
C 3.310 -3.457 -1.087
C 1.067 -2.207 2.464
C -2.553 -2.168 2.887
C -2.683 -0.670 3.153
C 2.180 1.067 -1.670
C 0.042 -2.190 -2.996
C 3.429 -3.733 -2.445
C -4.073 -0.329 3.686
C 1.315 -0.627 -4.509
C 5.493 -2.470 -1.095
C -0.982 2.667 1.254
C -1.979 4.160 -2.593
C -1.616 3.854 3.693
C 1.012 -3.497 3.207
C -0.874 4.547 2.746
C -3.551 0.610 0.421
C -0.475 1.847 -2.295
C -1.688 3.694 -1.323
C 2.745 1.910 -2.808
C -0.927 2.533 -1.145
C -1.722 1.959 2.225
C -4.630 1.565 0.917
C 5.602 -2.718 -2.455
C 4.353 -2.847 -0.402
C -1.528 3.480 -3.713
C -4.095 -0.730 -0.072
C -2.015 2.548 3.447
C 3.132 -0.041 -1.230
C 4.575 -3.360 -3.126
C 0.228 -0.741 -3.444
C 1.490 -1.045 2.975
C -0.787 2.319 -3.563
H 1.092 -1.307 -5.330
H -1.914 -0.368 3.884
H 1.393 -1.246 5.106
H -1.767 3.841 -4.700
H 2.673 -0.646 -0.439
H 3.659 2.385 -2.455
H -3.342 -2.519 2.225
H -0.660 -2.259 -2.156
H -4.680 -1.224 0.700
H -0.361 -2.776 -3.820
H -3.272 -1.388 -0.377
H -1.881 4.325 4.628
H 1.371 0.380 -4.915
H 3.007 -1.407 4.434
H -2.087 4.209 -0.465
H -2.576 5.052 -2.708
H 2.006 1.741 -0.806
H 0.072 4.483 0.819
H -5.274 1.096 1.653
H -2.633 -2.720 3.820
H 4.659 -3.578 -4.180
H 2.286 -0.908 -4.108
H 3.393 -0.693 -2.062
H -0.541 5.553 2.952
H -0.728 -0.386 -3.856
H -4.240 0.742 3.751
H 6.302 -1.985 -0.571
H -4.186 2.458 1.357
H 2.639 -4.254 -2.969
H -2.544 1.993 4.207
H 4.278 -2.654 0.660
H 1.990 -3.976 3.251
H -3.028 1.093 -0.428
H -0.465 1.778 -4.439
H -4.846 -0.763 3.057
H 4.052 0.387 -0.837
H 0.684 -3.315 4.228
H 2.255 0.187 4.531
H -4.191 -0.752 4.682
H 6.489 -2.424 -2.995
H -4.747 -0.574 -0.930
H 0.306 -4.188 2.743
H -1.591 -2.405 2.435
H 1.000 -2.621 -2.702
H 2.999 1.307 -3.675
H -5.248 1.875 0.078
H 2.048 2.691 -3.108
*
```

Computed properties:
LUMO level (alpha / beta): -7.015 / -7.005 eV
M: 819.4 g/mol
DFT total energy: -86895.107 eV
HOMO-LUMO gap (alpha / beta): 6.51 / 6.52 eV

Mulliken atomic charge list, values in e, 2 entries:
1. Te 0.222
2. Mo -1.275


[4]
Entry from OMol25: a structure of composition C19H30AsCdN7O11P2S2 (ωB97M-V with the def2-TZVPD basis set).

```
! RIJCOSX wB97M-V def2-TZVPD def2/J DEFGRID3
* xyz -2 1
Cd 0.396 0.739 0.025
As -2.633 -0.016 -1.303
S 0.150 -2.952 -0.702
S 0.250 4.283 -0.199
P 3.068 -0.092 -1.892
P 0.512 0.950 -3.414
O -0.218 2.943 -0.647
O 4.538 0.143 -1.957
O -1.713 0.069 0.084
O 1.716 4.378 -0.834
O 2.681 -1.538 -2.460
O 0.225 0.284 -4.707
O 0.039 2.504 -3.516
O -0.144 0.388 -2.162
O 2.403 0.091 -0.539
O -0.514 5.351 -0.796
O 0.421 4.364 1.233
N -1.572 -1.004 4.158
N 2.638 2.441 -2.551
N -0.264 0.924 4.624
N -1.821 0.147 6.129
N -1.246 -2.090 2.171
N -0.092 -0.126 2.511
N 1.705 1.718 1.735
C -4.399 -0.391 -0.592
C -2.385 -1.430 -2.574
C 1.561 -6.737 -0.447
C 1.449 -5.383 -0.711
C 0.531 -7.434 0.179
C -1.194 0.007 4.917
C 1.980 2.508 3.961
C 2.754 2.431 1.349
C 3.470 3.221 2.235
C 2.336 1.094 -3.122
C 3.055 0.909 -4.464
C 3.063 3.271 3.555
C 0.294 -4.655 -0.367
C 1.336 1.731 3.011
C -2.860 1.651 -2.233
C -0.619 -6.736 0.529
C -0.735 -5.381 0.260
C 0.241 0.791 3.398
C -0.976 -1.055 2.946
H 2.467 3.129 -3.282
H -3.261 -1.417 -3.226
H -5.125 -0.526 -1.395
H -0.772 -2.256 1.260
H -2.290 1.634 -3.158
H 2.262 -4.853 -1.193
H -1.647 -4.856 0.523
H 2.862 -0.083 -4.868
H 2.685 1.638 -5.190
H 0.622 -8.494 0.385
H 1.946 -1.955 -1.964
H -1.474 -1.247 -3.138
H 4.313 3.797 1.880
H -1.333 0.716 6.798
H 4.129 1.037 -4.316
H -4.702 0.436 0.048
H 3.024 2.351 0.305
H -2.280 -0.679 6.471
H -1.827 -2.812 2.555
H 1.952 3.538 -1.312
H -3.921 1.802 -2.435
H 1.630 2.494 4.982
H -1.440 -7.253 1.014
H 2.469 -7.257 -0.732
H -0.157 2.828 -2.615
H 3.639 2.445 -2.358
H -4.334 -1.300 0.005
H -2.302 -2.375 -2.041
H 3.588 3.894 4.269
H -2.474 2.444 -1.593
*
```

Computed properties:
LUMO level: 4.273 eV
M: 845.9 g/mol
DFT total energy: -158807.782 eV
HOMO-LUMO gap: 6.28 eV
relative energy (zero: lowest compared OMol25 entry of this formula, charge and spin): 0.0 kJ/mol

Mulliken atomic charge list, values in e, 2 entries:
1. Cd 3.093
2. As 0.768


[5]
Entry from OMol25: an isolated molecule of C5H8N2 (ωB97M-V with the def2-TZVPD basis set).

```
! RIJCOSX wB97M-V def2-TZVPD def2/J DEFGRID3
* xyz 0 1
N 0.082 0.585 0.498
N 1.601 -1.333 0.291
C 0.507 -0.633 -0.187
C 0.533 0.904 1.720
C -0.270 -0.831 -1.254
C -1.254 0.296 -1.367
C -0.775 1.224 -0.298
H -0.171 -1.650 -1.956
H -2.273 -0.047 -1.119
H 1.471 -2.316 0.471
H 2.142 -0.858 0.999
H -1.303 0.717 -2.379
H -1.261 2.121 0.057
H 0.012 1.714 2.211
H 0.959 0.107 2.311
*
```

Computed properties:
LUMO level: 1.056 eV
M: 96.1 g/mol
DFT total energy: -8292.175 eV
HOMO-LUMO gap: 7.55 eV
relative energy (zero: lowest compared OMol25 entry of this formula, charge and spin): 272.2 kJ/mol

Mulliken atomic charge list, values in e, 2 entries:
1. N 0.210
2. N -0.516


[6]
Entry from OMol25: a structure of composition C3H4O4Yb in a non-equilibrium geometry (ωB97M-V with the def2-TZVPD basis set).

```
! RIJCOSX wB97M-V def2-TZVPD def2/J DEFGRID3
* xyz 0 1
Yb 1.467 1.268 0.834
O -1.187 1.629 0.717
O 3.558 1.186 0.666
O -2.610 -0.049 0.440
O -1.246 0.474 -1.152
C -0.796 -1.539 -0.127
C -0.266 -0.501 -0.883
C -1.904 0.890 -0.009
H -0.200 -2.258 0.439
H -1.628 -2.104 -0.549
H 4.242 1.581 1.205
H 0.571 -0.576 -1.582
*
```

Computed properties:
LUMO level: -1.203 eV
M: 277.1 g/mol
DFT total energy: -42891.792 eV
HOMO-LUMO gap: 7.16 eV
relative energy (zero: lowest compared OMol25 entry of this formula, charge and spin): 253.5 kJ/mol

Mulliken atomic charge list, values in e, 2 entries:
1. Yb 1.431
2. O -0.711


[7]
Entry from OMol25: a cluster of 2 separate species, C3H4NO3 in total in a non-equilibrium geometry (ωB97M-V with the def2-TZVPD basis set).

```
! RIJCOSX wB97M-V def2-TZVPD def2/J DEFGRID3
* xyz -1 1
O -1.528 0.982 -1.783
O -1.194 -0.865 1.030
O -0.007 2.286 -0.701
N -0.732 -1.527 -0.163
C -0.686 1.348 -1.007
C 1.192 -0.175 0.737
C -0.226 -0.240 0.220
H -1.458 -1.391 -0.878
H 1.439 -0.991 1.421
H 1.868 -0.206 -0.118
H 1.332 0.779 1.243
*
```

Computed properties:
LUMO level: 4.343 eV
M: 102.1 g/mol
DFT total energy: -10807.014 eV
HOMO-LUMO gap: 7.65 eV
relative energy (zero: lowest compared OMol25 entry of this formula, charge and spin): 402.6 kJ/mol

Mulliken atomic charge list, values in e, 2 entries:
1. O -0.600
2. O -0.404


[8]
Entry from OMol25: a cluster of 11 separate species, C4H31N3O11 in total in a non-equilibrium geometry (ωB97M-V with the def2-TZVPD basis set).

```
! RIJCOSX wB97M-V def2-TZVPD def2/J DEFGRID3
* xyz 0 1
O -4.630 0.011 0.627
O -1.275 3.781 -1.734
O -0.431 1.427 1.063
O -2.161 -0.947 1.255
O -2.168 0.856 3.612
O 1.755 3.241 2.624
O 3.773 1.907 -0.823
O -2.841 2.170 0.551
O 2.321 -2.972 0.536
O 0.215 -4.591 -0.203
O -2.620 -3.828 -0.653
N 4.251 -0.192 -0.451
N 0.998 1.559 -1.647
N -0.295 -1.742 -0.697
C 1.620 -0.690 -2.219
C 0.063 -1.040 -2.057
C 1.885 0.585 -1.173
C 3.362 0.791 -0.791
H 0.584 -2.136 -0.373
H 2.418 -1.447 -2.210
H -2.543 1.227 0.419
H 1.666 2.841 1.741
H -2.508 1.703 3.366
H 1.528 0.224 -0.143
H 2.191 2.575 3.053
H 1.175 2.222 -2.441
H -0.584 -0.066 -2.235
H -0.341 -3.923 -0.462
H -1.190 4.170 -0.963
H -0.383 -5.099 0.385
H -0.681 2.095 1.742
H -3.102 -0.985 0.998
H 1.709 -0.110 -3.217
H -4.182 0.938 0.621
H -0.460 -1.633 -2.746
H -2.075 -3.175 -0.664
H 5.018 0.016 -0.128
H -3.386 -3.996 -0.016
H -0.788 4.420 -2.299
H -0.845 0.631 1.328
H -5.557 0.294 0.585
H -2.882 0.482 4.063
H -2.917 2.513 -0.425
H -0.590 -1.046 -0.062
H 0.401 1.918 -0.812
H 2.641 -3.027 1.407
H 2.142 -3.804 0.072
H -2.141 -0.293 1.832
H 3.914 -1.214 -0.224
*
```

Computed properties:
LUMO level: -0.007 eV
M: 297.3 g/mol
DFT total energy: -31640.141 eV
SMILES: NCC[C@H](N)C(N)=O.O.O.O.O.O.O.O.O.O.O
HOMO-LUMO gap: 8.33 eV
relative energy (zero: lowest compared OMol25 entry of this formula, charge and spin): 518.8 kJ/mol

Mulliken atomic charge list, values in e, 2 entries:
1. O -0.678
2. O -0.571